Record 1
Density functional theory data (ωB97M-V/def2-TZVPD) for a single C6H5NOS2 molecule.

```
15
Properties=species:S:1:pos:R:3:nbo_charge:R:1
S -0.09184 -1.97096 -0.30142 0.170
S 0.60683 -1.85430 1.64957 0.202
O 0.49927 1.18759 -2.76201 -0.695
N -1.29707 -0.49224 4.52992 -0.281
C -0.46746 0.63176 1.33859 -0.130
C -0.37591 -0.45376 2.12639 -0.316
C 0.33664 -0.32780 -0.81703 -0.143
C 0.09950 0.71788 -0.01318 -0.285
C 0.71672 -0.11823 -2.27230 -0.109
C -0.89453 -0.47820 3.45574 0.244
H 0.23007 -0.93237 -2.88686 0.181
H -0.44027 1.23695 -2.98943 0.473
H 0.28443 1.67292 -0.45995 0.244
H -1.01698 1.49461 1.73436 0.236
H 1.81060 -0.31385 -2.33237 0.209
```

Summary:
Energy relative to the best compared isomer or geometry (same formula, charge and spin)   25.4 kcal per mole
Lowest unoccupied orbital energy   -0.80 eV
Total energy   -31509.604 eV
Frontier orbital gap   8.0 eV


Record 2
Density functional theory data (ωB97M-V/def2-TZVPD) for a molecular structure, C6H5O3PS.

```
16
Properties=species:S:1:pos:R:3:nbo_charge:R:1
S 2.13380 1.53232 -0.42169 -0.393
P -3.45842 0.36797 -0.05981 2.372
O -3.45412 1.68247 -0.78927 -1.148
O -3.63385 0.36183 1.40907 -1.138
O -3.63234 -0.90254 -0.84772 -1.140
C -0.60562 1.84591 -0.08306 -0.393
C 0.66840 2.29271 -0.39968 -0.318
C 1.24808 -2.73459 0.76542 -0.610
C -0.85938 0.44797 0.11063 -0.050
C -0.03691 -0.53455 0.45448 -0.092
C 0.51236 -1.66525 0.53468 0.048
H 0.88193 -3.80764 0.72958 0.177
H 0.79320 3.28938 -0.82536 0.167
H -1.41159 2.53847 -0.19130 0.243
H -1.92602 0.12194 0.28142 0.091
H 2.26663 -2.61580 1.11236 0.184
```

Summary:
Energy relative to the best compared isomer or geometry (same formula, charge and spin)   0.0 kcal per mole
Net charge   -2
Lowest unoccupied orbital energy   5.66 eV
Total energy   -32568.223 eV
Frontier orbital gap   5.8 eV


Record 3
Density functional theory data (ωB97M-V/def2-TZVPD) for a single C6H5P molecule.

```
12
Properties=species:S:1:pos:R:3:nbo_charge:R:1
P -3.04305 -0.72679 -0.04212 0.387
C -1.02825 1.28691 0.05755 -0.055
C 1.34392 1.44269 -0.05605 -0.256
C 1.40942 0.08943 -0.00933 -0.192
C 0.32728 -0.88898 0.01936 -0.325
C 0.03291 1.94784 -0.02936 -0.012
C -1.59931 0.09018 0.09476 -0.421
H 2.39531 -0.35584 0.05730 0.237
H -2.49950 -2.02339 0.01058 -0.044
H 0.13956 -1.39471 -0.91572 0.230
H 0.29956 -1.53992 0.88259 0.226
H 2.22215 2.07260 -0.06955 0.226
```

Summary:
Energy relative to the best compared isomer or geometry (same formula, charge and spin)   60.3 kcal per mole
Lowest unoccupied orbital energy   -0.66 eV
Total energy   -15585.148 eV
Frontier orbital gap   7.4 eV


Record 4
Density functional theory data (ωB97M-V/def2-TZVPD) for a single C6H6 molecule.

```
12
Properties=species:S:1:pos:R:3:nbo_charge:R:1
C -2.20656 0.64337 0.12269 -0.123
C -3.18480 -0.00032 0.40852 -0.129
C 0.19319 1.43908 -0.19507 -0.018
C 0.97451 0.29086 0.44000 -0.408
C -1.01252 1.24293 -0.13921 -0.003
C 1.53923 -0.60947 -0.64404 -0.600
H 0.73521 -1.07398 -1.22938 0.209
H 1.72330 0.70814 1.10427 0.216
H -4.07195 -0.54191 0.62817 0.241
H 0.28684 -0.30491 1.06539 0.194
H 2.15816 -0.02677 -1.32787 0.212
H 2.13256 -1.40721 -0.19126 0.211
```

Summary:
Energy relative to the best compared isomer or geometry (same formula, charge and spin)   120.8 kcal per mole
Lowest unoccupied orbital energy (alpha / beta)   -0.25 / -0.25 eV
Total energy   -6313.962 eV
Frontier orbital gap (alpha / beta)   9.2 / 9.2 eV


Record 5
Density functional theory data (ωB97M-V/def2-TZVPD) for a single C6H6 molecule.

```
12
Properties=species:S:1:pos:R:3:nbo_charge:R:1
C 0.98132 -0.57982 0.34996 0.027
C -0.21161 1.47630 0.33317 -0.008
C 0.06766 2.65173 0.39833 -0.219
C -0.34832 -0.01534 0.46339 -0.367
C -1.08366 -0.96844 -0.56321 -0.569
C 1.97106 -1.09604 -0.09706 -0.253
H -2.13037 -0.70778 -0.54604 0.209
H -0.79763 -0.16771 1.45818 0.253
H -0.94464 -2.02465 -0.25604 0.226
H 0.32242 3.69878 0.41242 0.241
H -0.68390 -0.94176 -1.58818 0.225
H 2.94971 -1.36638 -0.38206 0.235
```

Summary:
Energy relative to the best compared isomer or geometry (same formula, charge and spin)   101.8 kcal per mole
Lowest unoccupied orbital energy   1.00 eV
Total energy   -6314.788 eV
Frontier orbital gap   10.9 eV


Record 6
Density functional theory data (ωB97M-V/def2-TZVPD) for a single C6H6 molecule.

```
12
Properties=species:S:1:pos:R:3:nbo_charge:R:1
C -2.48875 -0.16413 1.01099 -0.077
C 0.95408 0.61021 -0.97406 -0.482
C 2.02440 -0.30929 -0.37096 -0.588
C -0.34347 0.38033 -0.33577 0.102
C -1.35528 0.13564 0.27803 -0.122
C -3.45952 -0.44081 1.67137 -0.175
H 2.04006 -0.20950 0.71813 0.214
H 1.23658 1.66141 -0.83988 0.233
H 0.87245 0.44394 -2.05495 0.233
H -4.30920 -0.69464 2.26585 0.238
H 3.01627 -0.05778 -0.75804 0.211
H 1.81239 -1.35537 -0.61071 0.213
```

Summary:
Energy relative to the best compared isomer or geometry (same formula, charge and spin)   79.7 kcal per mole
Lowest unoccupied orbital energy   0.99 eV
Total energy   -6315.744 eV
Frontier orbital gap   10.3 eV


Record 7
Density functional theory data (ωB97M-V/def2-TZVPD) for a single C6H6 molecule.

```
12
Properties=species:S:1:pos:R:3:nbo_charge:R:1
C -1.60784 -1.13659 -1.62819 -0.087
C -0.35915 -0.89246 -1.43746 0.021
C -1.01806 0.24982 0.65973 0.051
C 1.10011 -0.68055 -1.30710 -0.664
C -1.36447 -0.37284 -0.33335 -0.082
C -0.41237 1.02326 1.73430 -0.689
H 1.29863 0.19423 -0.67711 0.240
H -0.09020 2.01443 1.39223 0.230
H -1.12528 1.15740 2.55069 0.253
H 0.45934 0.49559 2.14395 0.236
H 1.55954 -1.54461 -0.81661 0.243
H 1.55975 -0.50768 -2.28107 0.248
```

Summary:
Energy relative to the best compared isomer or geometry (same formula, charge and spin)   133.2 kcal per mole
Lowest unoccupied orbital energy   0.71 eV
Total energy   -6313.425 eV
Frontier orbital gap   9.4 eV


Record 8
Density functional theory data (ωB97M-V/def2-TZVPD) for a single C6H6 molecule.

```
12
Properties=species:S:1:pos:R:3:nbo_charge:R:1
C -1.31072 0.82157 -0.42059 -0.606
C 0.51037 -0.94800 -0.25780 -0.456
C 0.38232 -2.00459 -1.02747 0.315
C 2.79241 0.17948 0.41403 -0.184
C -0.81700 -0.42624 0.30691 -0.377
C 1.75320 -0.33048 0.07884 -0.036
H -1.58378 0.57710 -1.45163 0.216
H -1.57097 -1.21872 0.24696 0.227
H -0.54227 1.60054 -0.44743 0.215
H -0.64487 -0.23085 1.37072 0.228
H -2.19535 1.22881 0.08076 0.217
H 3.71587 0.61998 0.72063 0.242
```

Summary:
Energy relative to the best compared isomer or geometry (same formula, charge and spin)   131.2 kcal per mole
Lowest unoccupied orbital energy   -0.50 eV
Total energy   -6313.512 eV
Frontier orbital gap   9.1 eV


Record 9
Density functional theory data (ωB97M-V/def2-TZVPD) for a single C6H6 molecule.

```
12
Properties=species:S:1:pos:R:3:nbo_charge:R:1
C -1.20036 0.31891 -0.03386 0.021
C -0.07308 1.03412 -0.42523 -0.067
C -0.00887 -0.62466 -0.33360 -0.372
C 1.10690 0.53163 0.02073 0.079
C 2.36229 0.23971 0.19576 -0.527
C -2.47115 0.28220 0.19388 -0.469
H 3.06333 0.92266 0.55469 0.226
H -2.90159 1.21836 0.44024 0.219
H 0.32827 -1.29976 -1.17306 0.223
H -2.96555 -0.61406 0.18117 0.212
H 2.62098 -0.76976 -0.09749 0.212
H 0.13882 -1.23936 0.47676 0.243
```

Summary:
Energy relative to the best compared isomer or geometry (same formula, charge and spin)   145.9 kcal per mole
Lowest unoccupied orbital energy   0.80 eV
Total energy   -6312.874 eV
Frontier orbital gap   8.6 eV


Record 10
Density functional theory data (ωB97M-V/def2-TZVPD) for 2 unconnected molecules or ions with the total composition C6H6.

```
12
Properties=species:S:1:pos:R:3:nbo_charge:R:1
C 0.86743 2.25813 -0.24277 -0.127
C 0.88637 -0.14786 0.68206 -0.091
C -2.28296 -0.38964 0.27052 0.061
C 0.86253 1.12977 0.21098 -0.101
C -3.30853 0.00528 -0.20390 -0.476
C 1.35973 -1.28290 -0.13668 -0.663
H 0.56349 -2.01883 -0.26612 0.248
H -4.23601 0.29702 -0.62649 0.233
H 0.55695 -0.33298 1.69317 0.227
H 1.69279 -0.95383 -1.11868 0.227
H 0.85888 3.23121 -0.63267 0.233
H 2.17934 -1.79536 0.37059 0.230
```

Summary:
Energy relative to the best compared isomer or geometry (same formula, charge and spin)   198.8 kcal per mole
Lowest unoccupied orbital energy (alpha / beta)   -2.55 / -0.90 eV
Total energy   -6310.580 eV
Frontier orbital gap (alpha / beta)   5.5 / 9.5 eV


Record 11
Density functional theory data (ωB97M-V/def2-TZVPD) for a single C6H6 molecule.

```
12
Properties=species:S:1:pos:R:3:nbo_charge:R:1
C 0.00673 0.51818 0.12142 -0.371
C 2.43712 -0.41927 0.74119 -0.219
C -1.81243 -1.07749 1.25125 -0.242
C -0.37174 0.57259 -1.37113 -0.572
C -0.98666 -0.32542 0.80547 0.021
C 1.36024 0.00329 0.40782 -0.003
H -1.36841 1.01729 -1.45794 0.218
H -2.52837 -1.75583 1.65690 0.240
H -0.04026 1.53890 0.52494 0.254
H 0.33848 1.17168 -1.94578 0.217
H -0.41709 -0.43692 -1.78849 0.220
H 3.38239 -0.80699 1.05434 0.238
```

Summary:
Energy relative to the best compared isomer or geometry (same formula, charge and spin)   89.2 kcal per mole
Lowest unoccupied orbital energy   1.03 eV
Total energy   -6315.334 eV
Frontier orbital gap   11.1 eV


Record 12
Density functional theory data (ωB97M-V/def2-TZVPD) for a single C6H6 molecule.

```
12
Properties=species:S:1:pos:R:3:nbo_charge:R:1
C -1.37566 -0.73877 -0.00218 -0.504
C 2.54803 -0.25237 0.01474 -0.070
C 3.70414 0.06511 -0.00915 -0.189
C -1.78625 0.78684 -0.05268 -0.591
C 1.22084 -0.56353 0.00315 -0.121
C 0.05224 -0.77390 -0.17039 0.097
H -1.81051 1.16813 -1.09684 0.218
H -1.35531 -1.49177 0.82726 0.259
H -1.98188 -1.23253 -0.75474 0.233
H 4.59989 0.60718 -0.16074 0.235
H -1.04783 1.41319 0.45477 0.220
H -2.78200 0.99717 0.33464 0.215
```

Summary:
Energy relative to the best compared isomer or geometry (same formula, charge and spin)   98.4 kcal per mole
Lowest unoccupied orbital energy   0.97 eV
Total energy   -6314.933 eV
Frontier orbital gap   10.1 eV